# 1
{
  "formula": "C12H60O24",
  "method": "ωB97M-V/def2-TZVPD",
  "species": ["O", "H", "H", "O", "H", "H", "O", "H", "H", "O", "H", "H", "O", "H", "H", "O", "H", "H", "O", "H", "H", "O", "H", "H", "O", "H", "H", "O", "H", "H", "O", "H", "H", "O", "H", "H", "C", "C", "O", "O", "H", "H", "H", "H", "H", "H", "C", "C", "O", "O", "H", "H", "H", "H", "H", "H", "C", "C", "O", "O", "H", "H", "H", "H", "H", "H", "C", "C", "O", "O", "H", "H", "H", "H", "H", "H", "C", "C", "O", "O", "H", "H", "H", "H", "H", "H", "C", "C", "O", "O", "H", "H", "H", "H", "H", "H"],
  "coordinates": [[3.97178, -1.92582, -0.81430], [3.44988, -1.44871, -0.16139], [3.58722, -1.78360, -1.62534], [-0.00547, 1.30746, -2.85987], [-0.78612, 0.77109, -2.80279], [-0.02742, 1.89644, -2.17501], [1.63795, 4.29233, 0.74233], [1.98942, 3.87963, -0.01133], [2.36032, 4.17526, 1.30518], [-0.14255, 4.46023, -1.91217], [0.64270, 4.96302, -2.01856], [-0.15284, 4.43532, -1.00406], [0.27459, 2.56058, 3.58408], [-0.55108, 2.97052, 3.32327], [0.63770, 2.09600, 2.89790], [3.27966, 3.86790, -1.30429], [4.14397, 3.83072, -0.95916], [3.28749, 3.26433, -2.00345], [4.03246, -0.90503, 2.47347], [4.55038, -1.61467, 2.85257], [4.63291, -0.56557, 1.83838], [3.83378, 1.73200, 1.15748], [3.65657, 1.66223, 2.06341], [3.50297, 0.93660, 0.79973], [-1.95558, 3.21945, 2.49727], [-1.77620, 3.80491, 1.76086], [-2.83753, 3.37146, 2.82157], [-1.07593, 4.99671, 0.77166], [-1.77468, 5.47493, 0.36718], [-0.42910, 5.63945, 1.00695], [2.70904, 1.72621, -2.97095], [3.34139, 1.01363, -2.98954], [1.86991, 1.22811, -3.03589], [1.57020, -0.38232, 3.22738], [2.53268, -0.40327, 3.20598], [1.23754, -0.68100, 4.10143], [-3.97268, 2.71185, -2.12814], [-2.88418, 2.61795, -1.02162], [-3.48152, 2.03309, 0.14817], [-3.61410, 3.65322, -3.14092], [-4.98499, 2.69084, -1.80532], [-4.09893, 1.79640, -2.69239], [-2.49702, 3.66517, -0.82172], [-2.16409, 2.07646, -1.50145], [-3.98855, 2.68582, 0.59136], [-2.83912, 4.11179, -2.87679], [0.99763, 1.44689, 0.31211], [0.85152, -0.06193, 0.08996], [2.02028, -0.72622, 0.48902], [-0.29953, 1.96521, 0.09321], [1.75562, 1.83419, -0.39162], [1.19407, 1.65245, 1.29623], [0.68080, -0.39644, -0.93535], [-0.07401, -0.53362, 0.53845], [2.07120, -0.70824, 1.46368], [-0.38588, 2.81966, 0.54156], [-2.30528, -3.93656, -1.87706], [-1.80562, -3.69777, -0.42049], [-1.26054, -2.42231, -0.43729], [-2.52962, -5.34333, -1.90006], [-1.52841, -3.69699, -2.62046], [-3.17874, -3.33910, -2.00299], [-1.20838, -4.51152, -0.13328], [-2.58748, -3.88214, 0.33048], [-1.92779, -1.85209, -0.79219], [-3.23096, -5.66468, -2.47152], [1.47913, -2.85281, -4.53134], [0.45150, -1.95703, -4.01920], [-0.67538, -1.98684, -4.88127], [2.50111, -3.08146, -3.59907], [1.89468, -2.33726, -5.38583], [1.00496, -3.81586, -4.94160], [0.85952, -0.93520, -3.84107], [0.08574, -2.35647, -3.09101], [-0.52124, -1.47883, -5.69989], [2.11749, -3.67158, -2.89381], [-2.54157, -0.52198, 2.57332], [-3.29013, -1.62456, 3.25381], [-2.52212, -2.81770, 3.34071], [-3.32309, 0.63075, 2.73931], [-2.49726, -0.67821, 1.50657], [-1.56146, -0.44731, 3.09044], [-4.31740, -1.88208, 2.84058], [-3.37415, -1.42034, 4.26531], [-2.94075, -3.59512, 2.99126], [-2.81690, 1.32715, 2.34060], [0.46062, -3.32544, 2.30098], [1.92523, -3.84698, 2.38173], [2.58980, -3.76830, 1.17510], [0.00551, -3.45822, 3.61868], [-0.24372, -3.97645, 1.74827], [0.29051, -2.30380, 1.84415], [1.93211, -4.83836, 2.73439], [2.56697, -3.31560, 3.08131], [3.42194, -3.37578, 1.47967], [-0.90337, -3.14292, 3.50439]],
  "forces_ev_per_angstrom": [[2.42, -0.63, 2.73], [-0.61, -0.08, -0.30], [-1.51, 0.41, -2.89], [0.67, -2.28, -3.19], [-0.48, -0.38, 0.05], [-0.26, 2.71, 3.09], [-2.55, 1.19, 0.71], [0.77, -0.78, -2.38], [1.60, -0.08, 1.97], [-0.68, -0.35, -2.89], [1.33, 0.75, -0.93], [-0.60, -0.48, 3.69], [-0.18, 1.68, 3.51], [-0.25, -0.15, -0.35], [1.04, -1.82, -2.54], [-1.19, 1.78, 0.94], [1.59, 0.04, 0.89], [-0.41, -1.88, -2.04], [-0.07, -0.69, 0.73], [-0.05, -0.38, 0.50], [0.85, 0.93, -1.23], [1.36, 1.60, -1.18], [-0.37, -0.01, 2.21], [-0.86, -1.51, -1.03], [-0.40, -0.70, 0.37], [0.01, 0.62, -0.23], [-0.42, 0.26, 0.23], [-0.12, -1.07, -0.08], [-1.06, 0.78, -0.70], [1.19, 0.58, 0.48], [-0.43, -0.48, -0.15], [0.73, -0.24, 0.01], [-0.16, 0.67, 0.04], [-0.86, 0.18, 0.59], [0.12, -0.19, 0.67], [0.50, 0.22, -0.91], [1.17, -0.53, -1.09], [-3.97, 2.60, 0.37], [1.86, -1.21, -1.25], [-1.58, -0.35, 0.06], [-1.06, 1.69, 1.00], [0.96, -0.99, -0.03], [-0.30, -1.14, -0.16], [2.27, -1.75, 0.02], [-0.76, 0.91, 0.40], [1.13, 0.69, 0.39], [-1.53, -1.52, -2.61], [-1.12, -0.88, 0.03], [0.58, 0.26, 0.96], [-0.52, 0.69, -0.59], [-0.27, 0.06, 0.42], [1.37, 0.21, 2.22], [0.33, 0.76, -0.38], [0.99, 0.93, 0.38], [-0.49, -0.34, -0.44], [0.27, -0.23, -0.15], [0.91, -1.76, 1.44], [-1.89, -0.09, -1.86], [1.36, 0.16, 1.21], [-0.29, -0.42, -0.03], [-0.28, 0.25, 0.38], [-0.90, 0.37, -0.54], [2.15, -0.47, -0.09], [-0.66, 0.79, -0.29], [-0.53, 0.67, -0.20], [-0.02, 0.48, -0.19], [0.40, -1.71, -1.54], [-1.16, 0.99, 0.41], [-0.38, 0.73, -0.60], [-0.32, -1.01, 1.23], [0.65, -0.17, -0.43], [0.60, 1.17, 0.73], [-0.37, -0.55, -0.12], [-0.20, 0.08, 0.75], [0.09, -0.31, 0.65], [0.77, 0.90, -0.89], [-0.33, -0.12, 0.20], [-1.28, -1.69, -1.05], [0.81, -0.38, -0.46], [-0.45, 0.04, 0.87], [0.78, -0.51, -0.42], [-0.20, 0.05, -0.65], [1.21, 0.72, 0.23], [-0.83, 1.30, 1.93], [-0.48, -0.20, -0.33], [0.36, 0.81, -0.46], [0.45, -0.41, -0.30], [-1.38, 1.22, -0.12], [1.44, 0.31, -0.94], [-0.18, 0.88, 0.63], [1.02, -0.12, -0.63], [0.76, -0.85, 0.70], [-0.47, -1.54, 0.53], [-0.81, 0.57, 0.80], [-0.12, -0.22, -1.44], [-0.28, -0.06, 0.97]],
  "lowdin_charge": [-0.028, -0.023, -0.039, 0.002, 0.054, -0.038, -0.004, -0.042, 0.024, 0.014, 0.038, -0.064, -0.023, -0.025, -0.069, -0.003, 0.040, -0.020, -0.008, 0.083, 0.048, 0.013, 0.019, -0.013, -0.037, -0.004, 0.074, -0.012, 0.065, 0.070, -0.042, 0.046, 0.015, -0.047, -0.003, 0.093, -0.218, -0.195, -0.041, -0.045, 0.100, 0.108, 0.118, 0.059, 0.068, 0.042, -0.220, -0.196, -0.114, -0.068, 0.109, 0.059, 0.110, 0.114, 0.038, 0.047, -0.202, -0.253, -0.053, -0.068, 0.109, 0.112, 0.093, 0.119, 0.080, 0.086, -0.297, -0.285, -0.066, -0.056, 0.120, 0.154, 0.122, 0.094, 0.103, 0.126, -0.231, -0.200, -0.076, -0.059, 0.110, 0.141, 0.155, 0.100, 0.095, 0.020, -0.229, -0.248, -0.054, -0.091, 0.105, 0.107, 0.101, 0.107, 0.067, 0.015],
  "lumo_energy_ev": -0.11,
  "e_above_lowest_kcal_mol": 61.9,
  "homo_energy_ev": -9.3,
  "multiplicity": 1
}

# 2
{
  "formula": "C38H50Ge2N3O5PSSeTcTe",
  "method": "ωB97M-V/def2-TZVPD",
  "species": ["Tc", "O", "S", "O", "O", "O", "C", "Ge", "C", "C", "Ge", "C", "C", "C", "C", "C", "C", "C", "C", "C", "C", "C", "C", "H", "H", "H", "H", "H", "H", "H", "H", "H", "H", "H", "H", "H", "H", "H", "H", "H", "H", "H", "C", "C", "O", "C", "C", "C", "C", "C", "C", "H", "H", "H", "H", "H", "H", "H", "H", "C", "C", "C", "C", "C", "C", "Te", "C", "C", "C", "H", "H", "H", "H", "H", "H", "H", "H", "H", "H", "H", "C", "N", "C", "N", "C", "N", "C", "P", "C", "C", "H", "H", "H", "H", "H", "H", "H", "H", "H", "H", "H", "H", "Se"],
  "coordinates": [[-0.67634, -0.14260, 0.22799], [-4.66416, -0.36831, 0.39000], [-3.40132, -0.09704, -0.24249], [-3.46433, 0.40176, -1.60042], [-2.54357, 0.86579, 0.62002], [-2.47485, -1.32886, -0.18236], [3.33593, 3.58153, 2.89592], [2.78892, 1.99436, 1.86122], [3.39494, 0.44043, 2.90937], [3.87418, 1.94513, 0.21744], [0.42175, 1.88094, 1.28251], [0.10708, 3.42395, 0.06040], [-1.09752, 3.52026, -0.64336], [-1.34279, 4.57968, -1.50555], [-0.38635, 5.56994, -1.69229], [0.81535, 5.49245, -1.00412], [1.05107, 4.43039, -0.13722], [-0.50115, 2.47352, 2.94431], [-1.76937, 3.05324, 2.88088], [-2.46219, 3.39734, 4.03289], [-1.89933, 3.17830, 5.28379], [-0.62956, 2.62666, 5.36964], [0.05469, 2.28245, 4.20947], [4.40138, 3.51183, 3.12735], [2.78103, 3.64317, 3.83271], [3.16306, 4.50660, 2.34546], [4.48722, 0.41770, 2.91437], [3.03502, -0.48122, 2.45210], [3.04795, 0.47309, 3.94414], [4.92205, 1.75728, 0.46122], [3.80527, 2.88196, -0.33774], [3.52231, 1.14106, -0.43118], [-1.84702, 2.74469, -0.53309], [-2.28281, 4.62199, -2.04314], [-0.57666, 6.39460, -2.36906], [1.57141, 6.25808, -1.13891], [2.00333, 4.39141, 0.38052], [-2.23660, 3.21537, 1.91749], [-3.45241, 3.82990, 3.95289], [-2.44581, 3.43519, 6.18316], [-0.16785, 2.46527, 6.33726], [1.05311, 1.86414, 4.30700], [-0.99471, -0.85449, -3.29242], [-0.33395, 0.41241, -2.88127], [-0.37780, 0.79825, -1.71902], [0.43239, 1.23858, -3.85511], [0.98876, 2.44072, -3.41929], [1.72906, 3.21340, -4.29764], [1.92896, 2.78480, -5.60307], [1.38574, 1.58331, -6.03788], [0.63309, 0.81172, -5.16582], [-1.77220, -1.09484, -2.56899], [-0.23705, -1.64332, -3.28088], [-1.41839, -0.79827, -4.29323], [0.83354, 2.75779, -2.39662], [2.14868, 4.15109, -3.95660], [2.51602, 3.38765, -6.28524], [1.54805, 1.24697, -7.05383], [0.21526, -0.12730, -5.50430], [-0.64592, -4.41696, -6.47285], [-0.17135, -4.19607, -5.06268], [-1.03663, -4.33482, -3.98679], [-0.61006, -4.17774, -2.67188], [-1.62165, -4.31613, -1.56878], [0.74151, -3.87995, -2.42543], [1.44596, -3.83539, -0.43346], [1.62091, -3.68732, -3.50320], [3.05976, -3.26798, -3.34595], [1.14743, -3.85633, -4.80233], [-1.73431, -4.42519, -6.52585], [-0.28657, -5.37407, -6.85790], [-0.27793, -3.63841, -7.14311], [-2.08205, -4.55818, -4.17193], [-2.63141, -4.31276, -1.97854], [-1.55380, -3.49366, -0.85532], [-1.47607, -5.24509, -1.01262], [3.27184, -2.87837, -2.35408], [3.30104, -2.49570, -4.07820], [3.73372, -4.11059, -3.52121], [1.83259, -3.70392, -5.63123], [-1.39059, -1.28380, 5.41275], [-0.18686, -1.92148, 4.87200], [-0.49849, -3.31847, 4.57437], [-1.64144, -3.50413, 3.68534], [-2.79628, -2.82049, 4.26741], [-2.57109, -1.40937, 4.56397], [-2.43290, -0.62432, 3.33105], [-0.98825, -1.19984, 2.34693], [0.28552, -1.22390, 3.66946], [-1.35421, -3.00228, 2.33453], [-1.18641, -0.22393, 5.57828], [-1.61262, -1.75608, 6.37404], [-0.72483, -3.81947, 5.52003], [0.37968, -3.79109, 4.12843], [-3.05020, -3.32854, 5.20234], [-3.63945, -2.90501, 3.57968], [-2.30241, 0.43456, 3.56610], [-3.33331, -0.71138, 2.72002], [0.57292, -0.20210, 3.92318], [1.17271, -1.72814, 3.27783], [-0.49855, -3.53551, 1.91372], [-2.20911, -3.17902, 1.67938], [1.43864, -1.32348, 0.01317]],
  "forces_ev_per_angstrom": [[-1.16, -0.14, 0.97], [-0.02, -0.02, 0.12], [0.52, -0.03, 0.23], [-0.15, 0.02, -0.06], [0.21, -0.14, -0.48], [0.00, 0.10, -0.26], [0.01, 0.05, 0.02], [0.08, -0.16, -0.12], [0.00, -0.03, 0.05], [-0.02, 0.03, -0.05], [-0.16, 0.12, -0.02], [0.04, 0.00, 0.08], [-0.03, -0.02, 0.01], [-0.01, 0.02, -0.04], [0.00, 0.01, 0.00], [0.01, 0.01, -0.02], [0.07, 0.01, -0.05], [0.07, -0.05, -0.01], [-0.06, -0.04, -0.04], [-0.03, 0.02, 0.02], [0.00, -0.01, 0.01], [-0.01, 0.01, 0.00], [0.07, 0.05, 0.04], [0.00, 0.00, 0.01], [0.00, 0.00, 0.00], [0.00, 0.00, -0.01], [0.00, 0.02, 0.02], [0.02, 0.01, -0.01], [0.00, 0.01, 0.00], [0.01, 0.02, 0.01], [0.00, 0.00, 0.00], [0.00, -0.02, 0.01], [-0.01, 0.00, 0.01], [0.00, 0.01, 0.00], [0.00, -0.01, -0.01], [0.00, 0.00, 0.00], [-0.02, 0.00, 0.02], [-0.01, -0.03, -0.01], [0.00, 0.00, 0.00], [0.00, 0.02, 0.00], [-0.01, -0.01, 0.00], [-0.02, 0.01, -0.02], [-0.03, -0.05, 0.04], [-0.17, 0.06, -0.04], [0.24, 0.06, 0.13], [-0.06, -0.09, 0.07], [0.01, 0.01, -0.06], [-0.02, 0.00, 0.04], [0.03, 0.00, -0.04], [-0.01, 0.00, 0.02], [0.04, 0.03, -0.02], [0.01, -0.01, -0.01], [0.04, -0.02, -0.04], [-0.01, 0.02, 0.01], [-0.02, 0.00, 0.01], [0.01, 0.00, -0.01], [-0.01, 0.00, 0.00], [0.00, 0.01, 0.00], [0.01, 0.00, 0.02], [-0.01, 0.02, -0.03], [-0.01, -0.02, 0.01], [-0.02, 0.02, -0.02], [0.09, -0.07, 0.04], [-0.04, 0.01, 0.08], [-0.01, -0.11, -0.23], [-0.14, 0.19, 0.15], [-0.02, 0.07, 0.03], [0.06, -0.02, 0.03], [-0.05, 0.07, 0.03], [0.00, 0.01, 0.00], [0.00, 0.00, 0.00], [0.01, 0.00, 0.00], [0.00, -0.01, 0.00], [-0.01, -0.02, 0.00], [-0.02, 0.01, -0.05], [0.01, 0.01, 0.01], [-0.02, 0.04, -0.01], [0.00, -0.01, -0.01], [-0.02, -0.02, 0.02], [0.00, 0.00, 0.00], [-0.01, 0.02, 0.02], [-0.02, -0.01, -0.02], [-0.01, 0.00, 0.00], [0.01, -0.04, 0.00], [-0.04, 0.00, 0.00], [-0.01, 0.01, 0.01], [0.04, 0.03, 0.01], [0.12, 0.27, -0.58], [0.10, -0.01, 0.02], [-0.07, -0.01, 0.02], [-0.01, -0.02, 0.00], [0.00, 0.00, 0.00], [0.01, 0.00, -0.01], [0.00, 0.00, 0.00], [0.01, 0.01, 0.00], [-0.01, -0.01, 0.01], [-0.02, -0.02, 0.02], [-0.01, 0.00, -0.02], [-0.03, -0.08, -0.02], [0.00, 0.02, 0.01], [-0.02, -0.01, 0.00], [0.00, 0.02, -0.01], [0.71, -0.18, -0.04]],
  "lowdin_charge": [0.701, -0.319, 0.296, -0.335, -0.524, -0.523, -0.252, 0.649, -0.268, -0.256, 0.761, -0.350, -0.135, -0.085, -0.113, -0.110, -0.134, -0.350, -0.116, -0.090, -0.107, -0.112, -0.168, 0.011, 0.003, 0.001, 0.014, -0.039, 0.006, 0.011, 0.003, -0.010, 0.075, 0.103, 0.092, 0.093, 0.058, 0.091, 0.100, 0.093, 0.098, 0.066, 0.018, -0.330, -0.130, -0.124, 0.013, -0.061, -0.086, -0.083, -0.024, 0.069, 0.083, 0.096, 0.098, 0.104, 0.099, 0.099, 0.105, -0.054, -0.277, -0.027, -0.329, -0.089, -0.520, 0.878, -0.325, -0.089, -0.034, 0.072, 0.079, 0.074, 0.115, 0.082, 0.031, 0.077, 0.008, 0.079, 0.084, 0.118, -0.188, -0.140, -0.200, -0.147, -0.193, -0.141, -0.261, 0.896, -0.300, -0.298, 0.114, 0.121, 0.121, 0.126, 0.121, 0.131, 0.083, 0.088, 0.059, 0.075, 0.032, 0.091, -0.017],
  "lumo_energy_ev": [2.06, 1.67],
  "total_charge": -1,
  "e_above_lowest_kcal_mol": 4.0,
  "homo_energy_ev": [-5.0, -4.8],
  "multiplicity": 3,
  "s_squared": 2.023
}